a.
The following is a quantum chemistry calculation of 2 unconnected molecules or ions with the total composition C2H8NOS, from the OMol25 dataset.

The total charge is -1. The HOMO-LUMO gap comes out at 7.48 eV. The HOMO energy comes out at -0.11788 Eh. The value obtained for the LUMO energy is 0.157 hartree. As for the spin multiplicity: 1.

Last columns: bonded neighbours and bond lengths (Å).
Geometry (Å):
1 C -0.489 1.029 -0.263  O2 1.416, C3 1.544, H5 1.093, H6 1.090
2 O -0.500 1.595 1.035  C1 1.416, H13 0.995
3 C -0.978 -0.435 -0.241  C1 1.544, N4 1.473, H7 1.093, H8 1.097
4 N -0.204 -1.201 -1.233  C3 1.473, H9 1.019, H10 1.014
5 H -1.097 1.641 -0.935  C1 1.093
6 H 0.532 1.010 -0.645  C1 1.090
7 H -0.830 -0.801 0.778  C3 1.093
8 H -2.045 -0.467 -0.493  C3 1.097
9 H 0.760 -1.205 -0.905  N4 1.019
10 H -0.485 -2.174 -1.273  N4 1.014
11 S 1.959 -0.322 1.105  H12 1.338
12 H 3.103 0.172 1.590  S11 1.338
13 H 0.275 1.158 1.481  O2 0.995

=====

b.
The following is a quantum chemistry calculation of 2 unconnected molecules or ions with the total composition C2H8NOS, from the OMol25 dataset.

The total charge is -1. The HOMO-LUMO gap comes out at 6.59 eV. The HOMO energy comes out at -0.09448 Eh. The value obtained for the LUMO energy is 0.148 hartree. As for the spin multiplicity: 1.

Last columns: bonded neighbours and bond lengths (Å).
Geometry (Å):
1 C -1.364 -0.485 0.670  C2 1.568, N4 1.482, H5 1.108, H6 1.099
2 C -0.389 -1.627 0.219  C1 1.568, S3 1.860, H7 1.089, H8 1.086
3 S 1.423 -1.362 0.545  C2 1.860
4 N -0.693 0.745 1.150  C1 1.482, H9 1.027, H10 1.012
5 H -2.017 -0.823 1.499  C1 1.108
6 H -2.163 -0.247 -0.047  C1 1.099
7 H -0.391 -1.680 -0.869  C2 1.089
8 H -0.697 -2.578 0.644  C2 1.086
9 H 0.299 0.589 0.937  N4 1.027
10 H -0.749 0.730 2.160  N4 1.012
11 H 2.808 2.233 -1.730  O13 0.983
12 H 1.562 1.984 -2.618  O13 0.972
13 O 2.370 2.522 -2.561  H11 0.983, H12 0.972

=====

c.
The following is a quantum chemistry calculation of 2 unconnected molecules or ions with the total composition C2H8NOS, from the OMol25 dataset.

The total charge is -1. The HOMO-LUMO gap comes out at 6.99 eV. The HOMO energy comes out at -0.10330 Eh. The value obtained for the LUMO energy is 0.154 hartree. As for the spin multiplicity: 1.

Last columns: bonded neighbours and bond lengths (Å).
Geometry (Å):
1 C 1.400 -0.348 0.573  C2 1.527, N4 1.459, H5 1.101, H6 1.099
2 C -0.124 -0.326 0.662  C1 1.527, S3 1.837, H7 1.099, H8 1.082
3 S -0.894 -1.328 -0.672  C2 1.837
4 N 2.010 -0.141 -0.736  C1 1.459, H9 1.017, H10 1.026
5 H 1.758 -1.316 0.954  C1 1.101
6 H 1.837 0.368 1.283  C1 1.099
7 H -0.454 0.722 0.673  C2 1.099
8 H -0.425 -0.732 1.618  C2 1.082
9 H 1.576 0.690 -1.129  N4 1.017
10 H 1.571 -0.851 -1.335  N4 1.026
11 H -2.103 1.314 -0.290  O13 0.965
12 H -3.179 0.512 -0.913  O13 0.972
13 O -2.972 1.436 -0.690  H11 0.965, H12 0.972

=====

Most stable structure among those shown: c. Next: +2.1 kcal/mol.